{"formula": "C5H11N", "method": "ωB97M-V/def2-TZVPD", "species": ["C", "C", "C", "N", "C", "C", "H", "H", "H", "H", "H", "H", "H", "H", "H", "H", "H"], "positions_angstrom": [[2.455, 0.206, 0.268], [1.057, -0.404, 0.157], [-0.019, 0.631, -0.174], [-1.372, 0.031, -0.162], [-1.976, -0.079, 1.025], [-1.875, -0.415, -1.313], [2.781, 0.656, -0.678], [3.182, -0.570, 0.533], [2.500, 0.980, 1.045], [1.054, -1.183, -0.617], [0.777, -0.883, 1.103], [0.124, 1.077, -1.163], [-0.019, 1.438, 0.567], [-2.828, -0.745, 1.085], [-1.782, 0.669, 1.781], [-1.206, -0.695, -2.115], [-2.921, -0.690, -1.312]], "atomic_forces_ev_per_a": [[0.0, 0.0, 0.0], [-0.1, 0.0, 0.0], [0.0, 0.1, 0.0], [-0.1, -0.1, 0.0], [-0.1, 0.1, 0.0], [0.1, -0.1, 0.1], [-0.1, -0.1, 0.2], [-0.1, 0.1, -0.1], [0.0, -0.1, -0.1], [0.0, 0.1, 0.2], [0.1, 0.1, -0.2], [0.1, -0.1, 0.2], [0.0, -0.2, -0.1], [0.0, 0.2, 0.0], [0.2, -0.2, 0.0], [0.0, 0.2, 0.1], [0.2, -0.1, 0.0]], "mol_weight_g_mol": 85.15, "relative_energy_kj_mol": 236.1, "homo_energy_ev": -6.67, "charge": 0, "lumo_ev": 1.057, "homo_lumo_gap_ev": 7.73}